Record 1
A structure of composition C37H67AlFN8O3SSb at a distorted geometry, computed with ωB97M-V/def2-TZVPD.

Properties
- Net charge: +4
- Orbital gap: 3.867 eV
- Highest occupied orbital energy: -13.60 eV
- E_LUMO: -9.734 eV

Each line ends with the Mulliken charge.
Geometry (Å):
Al  2.620  -1.132  -1.378  0.843
N  5.073  -3.779  1.971  0.014
C  4.691  -2.581  1.072  0.998
C  4.389  -1.343  1.926  -1.363
C  4.342  -0.046  1.076  0.112
N  3.000  -0.037  0.311  -0.332
C  5.560  0.122  0.197  -1.201
C  5.818  -1.057  -0.724  -0.023
N  4.727  -1.040  -1.762  -0.501
C  5.725  -2.453  -0.057  -1.575
H  5.504  -3.420  2.854  0.411
H  5.735  -4.439  1.548  0.401
H  4.269  -4.380  2.187  0.388
H  3.759  -2.967  0.645  -0.562
H  5.170  -1.155  2.747  0.581
H  3.441  -1.502  2.529  0.354
H  4.331  0.868  1.775  0.384
H  2.852  1.013  0.109  0.416
H  2.266  -0.220  1.028  0.291
H  6.471  0.304  0.922  0.428
H  5.581  1.042  -0.432  0.475
H  6.845  -1.059  -1.158  0.399
H  4.731  -1.929  -2.230  0.262
H  4.794  -0.244  -2.413  0.367
H  6.726  -2.647  0.330  0.589
H  5.508  -3.229  -0.736  0.627
F  -3.366  0.169  1.171  -0.261
C  -2.811  -1.071  0.936  -0.160
C  -1.525  -1.053  0.446  -1.429
C  -0.811  -2.318  0.454  0.868
C  0.416  -2.438  -0.315  1.152
O  0.934  -1.299  -0.723  -0.656
C  1.001  -3.747  -0.595  -0.174
C  0.313  -4.840  -0.054  -0.730
N  -0.796  -4.664  0.823  0.217
C  -1.381  -5.895  1.391  -0.427
C  -1.253  -6.156  2.848  -0.466
C  -0.500  -7.003  1.863  -0.856
C  -1.431  -3.449  1.001  -0.082
C  -2.715  -3.344  1.560  -0.029
C  -3.466  -2.192  1.502  -0.515
N  -4.763  -2.100  2.008  0.241
C  -5.849  -1.542  1.220  -0.434
C  -6.927  -0.863  2.086  -0.915
N  -7.275  -1.740  3.255  -0.054
C  -6.066  -2.153  4.087  -0.827
C  -5.166  -2.974  3.138  -0.735
C  2.025  -3.956  -1.668  0.461
O  2.308  -5.080  -2.151  -0.616
O  2.728  -2.825  -1.973  -0.575
H  -1.077  -0.104  0.168  0.844
H  0.539  -5.875  -0.315  0.800
H  -2.434  -6.187  1.011  0.505
H  -2.193  -6.469  3.318  0.308
H  -0.589  -5.457  3.357  0.232
H  -0.819  -8.015  1.639  0.298
H  0.578  -6.815  1.948  0.263
H  -3.177  -4.216  1.981  0.736
H  -6.227  -2.326  0.572  0.284
H  -5.471  -0.739  0.539  0.318
H  -7.777  -0.786  1.447  0.407
H  -6.580  0.115  2.385  0.425
H  -7.702  -2.559  2.888  0.387
H  -7.912  -1.176  3.829  0.374
H  -6.362  -2.702  4.992  0.406
H  -5.549  -1.237  4.412  0.358
H  -5.522  -3.988  2.807  0.368
H  -4.219  -3.259  3.645  0.545
C  -0.410  6.538  -1.145  -1.150
C  -0.011  5.964  0.201  -0.025
C  1.141  4.944  0.233  -1.295
Sb  -1.711  4.684  1.064  0.398
C  -1.333  4.470  3.306  0.029
C  -0.664  5.678  3.898  -1.137
C  -2.668  4.024  3.971  -1.079
C  -3.717  5.672  0.860  0.149
C  -3.875  7.099  1.371  -1.139
C  -4.220  5.491  -0.583  -1.366
H  0.206  7.361  -1.399  0.432
H  -1.461  6.869  -1.099  0.221
H  -0.357  5.670  -1.833  0.268
H  0.100  6.696  0.983  0.424
H  1.018  4.090  -0.483  0.213
H  1.429  4.554  1.216  0.356
H  1.993  5.523  -0.134  0.463
H  -0.626  3.595  3.279  0.297
H  -1.386  6.504  3.920  0.256
H  0.217  5.968  3.297  0.274
H  -0.373  5.431  4.957  0.390
H  -3.329  4.952  4.021  0.222
H  -2.503  3.658  4.982  0.463
H  -3.126  3.147  3.417  0.144
H  -4.360  4.952  1.455  0.269
H  -3.227  7.773  0.822  0.264
H  -3.647  7.127  2.504  0.191
H  -4.840  7.550  1.317  0.448
H  -3.693  6.111  -1.312  0.323
H  -5.291  5.724  -0.608  0.419
H  -4.148  4.430  -0.901  0.298
C  2.835  2.548  -7.005  -1.118
C  3.387  1.206  -6.497  -0.325
N  3.393  1.103  -4.967  -0.091
C  2.525  0.334  -4.329  -0.102
S  2.153  0.721  -2.740  -0.340
N  1.849  -0.666  -5.012  -0.167
C  2.413  -1.917  -5.481  -0.200
C  1.474  -2.545  -6.498  -1.236
H  2.781  2.529  -8.055  0.377
H  3.487  3.393  -6.672  0.346
H  1.889  2.664  -6.465  0.311
H  4.448  1.000  -6.711  0.373
H  2.805  0.335  -6.759  0.222
H  3.709  1.956  -4.410  0.379
H  0.915  -0.802  -4.593  0.365
H  2.520  -2.630  -4.672  0.063
H  3.447  -1.731  -5.825  0.394
H  0.542  -2.564  -5.982  0.370
H  1.783  -3.566  -6.730  0.415
H  1.457  -1.979  -7.442  0.308



Record 2
A cluster of 2 separate species, C3H11N2O2 in total at a distorted geometry, computed with ωB97M-V/def2-TZVPD.

Properties
- Net charge: +1
- Orbital gap: 11.106 eV
- Highest occupied orbital energy: -14.37 eV
- E_LUMO: -3.265 eV

Each line ends with the natural charge from an NBO analysis.
Geometry (Å):
O  2.487  -0.048  0.015  -0.593
C  1.689  -0.035  -0.893  0.655
N  1.928  -0.486  -2.133  -0.799
C  0.256  0.466  -0.674  -0.337
N  0.048  0.780  0.753  -0.490
C  0.027  -0.431  1.605  -0.451
H  2.838  -0.868  -2.301  0.425
H  1.388  -0.273  -2.955  0.412
H  0.006  1.324  -1.295  0.253
H  -0.397  -0.329  -1.034  0.266
H  -0.867  1.252  0.822  0.446
H  0.620  1.566  1.087  0.454
H  -0.113  -0.312  2.685  0.251
H  0.915  -1.016  1.448  0.268
H  -0.933  -0.904  1.440  0.236
H  -3.863  -0.394  -0.062  0.504
H  -3.045  -0.140  1.225  0.473
O  -2.985  -0.153  0.265  -0.973



Record 3
A cluster of 3 separate species, C2H5N5O2 in total at a distorted geometry, computed with ωB97M-V/def2-TZVPD.

Properties
- Orbital gap: 9.329 eV
- Highest occupied orbital energy: -9.26 eV
- E_LUMO: 0.066 eV

Each line ends with the natural charge from an NBO analysis.
Geometry (Å):
C  -2.712  -0.594  -2.382  0.976
C  -0.901  0.338  -1.806  0.073
N  -0.331  1.194  -2.654  -0.287
N  0.898  0.934  -2.756  0.031
N  0.049  -0.519  -1.419  -0.424
N  1.246  -0.164  -2.090  -0.206
N  -1.658  -0.494  0.495  -1.099
O  -3.536  0.210  -2.154  -0.564
O  -2.280  -1.622  -2.692  -0.580
H  -0.176  -1.095  -0.458  0.497
H  2.039  -0.665  -2.173  0.417
H  -1.871  0.499  0.162  0.420
H  -2.116  -1.252  -0.037  0.380
H  -1.949  -0.598  1.418  0.367



Record 4
The molecule O2S2 at a distorted geometry, computed with ωB97M-V/def2-TZVPD.

Properties
- Orbital gap: 8.707 eV
- Highest occupied orbital energy: -10.94 eV
- E_LUMO: -2.230 eV
- SMILES: O=S(=O)=S

Each line ends with the natural charge from an NBO analysis.
Geometry (Å):
O  0.229  1.277  0.083  -0.815
S  -0.250  -0.007  -0.079  1.758
O  0.959  -1.092  0.061  -0.751
S  -2.118  -0.258  0.027  -0.192



Record 5
The molecule C7H10 at a distorted geometry, computed with ωB97M-V/def2-TZVPD.

Properties
- Orbital gap: 8.413 eV
- Highest occupied orbital energy: -8.13 eV
- E_LUMO: 0.287 eV
- SMILES: C=CC(=C)/C=C/C

Each line ends with the natural charge from an NBO analysis.
Geometry (Å):
C  -2.239  -0.468  -2.113  -0.389
C  -1.061  -0.169  -1.553  -0.214
C  -0.767  0.354  -0.134  -0.052
C  -1.674  0.333  0.885  -0.403
C  0.709  0.680  0.028  -0.254
C  1.347  0.360  1.186  -0.121
C  2.656  -0.378  1.245  -0.658
H  -2.280  -1.084  -3.079  0.219
H  -3.111  -0.018  -1.616  0.205
H  -0.091  -0.195  -2.111  0.195
H  -2.682  0.003  0.645  0.199
H  -1.436  0.868  1.810  0.203
H  0.927  1.111  -0.933  0.216
H  0.862  0.387  2.114  0.185
H  2.870  -0.246  0.144  0.221
H  3.441  -0.003  1.980  0.218
H  2.528  -1.535  1.505  0.229